The following is a DFT calculation (the ωB97M-V functional and the def2-TZVPD basis) of C31H35CeClN2Si2 as an isolated structure.

Geometry as XYZ:
```
72
Properties=species:S:1:pos:R:3:mulliken_charge:R:1
Ce -0.62992 1.04041 2.12421 0.380
Cl 0.89147 3.13476 2.78890 -0.435
Si 2.42110 -1.24668 -1.11634 -0.338
Si -0.90216 0.76946 -1.40578 -0.871
N 1.26409 0.06836 3.67268 -0.264
N -0.77519 1.68610 4.82410 -0.374
C 0.90280 -5.03847 1.07608 -0.588
C -0.43393 4.00048 -4.80602 -0.599
C -2.75252 0.19504 3.49745 -0.767
C 1.89261 -2.62954 -0.05226 0.701
C 0.96656 -0.13331 5.13141 -0.691
C -2.00806 -1.90701 -4.40204 -0.776
C 0.53304 0.69175 -0.24857 2.590
C 0.19573 1.02073 5.74425 -0.597
C 0.10941 2.10004 -0.18689 -1.650
C -1.51112 4.02417 -3.90980 -0.720
C 0.48295 2.95205 -4.74961 -0.841
C 0.31378 -1.35824 -2.97861 0.447
C 0.03928 -4.17084 0.39853 -0.577
C -0.87006 -0.75926 -2.57694 1.269
C 0.53477 -3.00584 -0.18332 -0.108
C 0.36278 -2.15301 -4.12463 -0.938
C 1.04561 3.13715 -0.48848 -0.955
C -2.47480 -0.52852 1.34218 -0.441
C 1.95384 0.43473 -0.63391 0.493
C -0.80257 -2.43606 -4.84730 -0.684
C 2.73926 -3.45737 0.72713 -0.776
C 2.78286 1.50976 -0.89895 -0.361
C -1.83587 -0.90787 3.51046 -0.678
C 2.33193 2.83323 -0.83034 -1.084
C 2.24007 -4.64708 1.27598 -0.606
C 0.34983 1.93746 -3.78939 0.039
C -0.71472 1.96863 -2.87645 0.627
C -2.05107 -1.09312 -3.26390 -0.747
C -3.12447 0.45297 2.14731 -1.392
C -1.64793 2.99741 -2.96377 -0.339
C -1.64404 -1.33718 2.16587 -0.388
H 1.31892 2.90484 -5.45312 0.421
H 2.88585 -5.27965 1.88833 0.428
H -3.16252 0.70305 4.36626 0.732
H -2.48319 3.01407 -2.26106 0.368
H 1.30138 -1.23206 -2.37067 0.526
H -0.14825 -2.39051 -0.78228 0.473
H 1.99547 0.78294 3.56979 0.357
H 3.57469 -1.43884 -1.86936 -0.065
H 0.41815 -1.07436 5.23991 0.294
H -0.76301 -3.04595 -5.75500 0.420
H -3.76517 1.26981 1.79627 0.513
H -2.92494 -2.09175 -4.96319 0.432
H -0.31335 4.79727 -5.54258 0.410
H -1.41407 -1.39374 4.38817 0.774
H -0.36912 0.64697 6.61027 0.316
H 0.89846 1.77930 6.10485 0.375
H -1.02976 -4.39936 0.31739 0.434
H 1.62071 -0.79704 3.25610 0.207
H -3.00047 -0.68159 -2.92850 0.478
H 1.09141 1.13731 -3.75924 0.383
H -1.69815 1.66829 5.24084 0.270
H 3.82710 1.31088 -1.11649 0.525
H -2.22322 0.73195 -0.78529 -0.015
H 3.78363 -3.16854 0.89688 0.431
H 0.12409 -0.12430 0.41880 -0.023
H 3.03764 3.64653 -0.99106 0.489
H -0.86068 2.46556 0.23187 0.501
H 0.53173 -5.99896 1.44777 0.433
H 1.91673 -0.22243 5.67743 0.458
H -2.24135 4.83178 -3.93853 0.444
H -0.98645 -2.13761 1.82684 0.445
H 0.70678 4.17572 -0.40240 0.545
H -2.62498 -0.68733 0.27760 1.463
H -0.51918 2.68976 4.74100 0.300
H 1.31980 -2.53735 -4.47086 0.497
```

largest force on an atom: 5.3 eV/Å
2S+1: 1
total charge: +2
orbital gap (alpha / beta): 5.2 / 5.2 eV